Computed, not measured: C14H19IrN7O6 as an isolated structure, with ωB97M-V/def2-TZVPD.

The calculation puts the orbital gap at 6.45 eV. Its charge is +1. For the total energy, the calculation gives -1483.6645 hartree.

XYZ file:
```
47
C14H19IrN7O6 ωB97M-V/def2-TZVPD
Ir 0.50 -0.96 0.10
O 4.28 -2.56 -1.07
C 3.29 -1.72 -1.02
O 2.34 -1.91 -0.26
C 3.49 -0.53 -1.93
O 2.36 0.28 -2.00
C 1.46 -0.02 -3.06
C 0.62 -1.27 -2.82
O 0.47 -2.14 -3.61
O -0.07 -1.28 -1.64
H 4.15 -3.29 -0.45
H 3.84 -0.88 -2.90
H 4.30 0.05 -1.48
H 1.97 -0.14 -4.01
H 0.79 0.84 -3.12
C -2.43 -1.40 0.20
N -1.42 -0.31 0.54
C -1.61 0.03 2.00
N -2.96 0.44 2.27
C -3.88 -0.64 1.91
N -3.77 -0.97 0.49
C -4.07 0.23 -0.30
N -3.15 1.32 0.03
C -1.80 0.92 -0.26
C -3.27 1.62 1.46
H -2.17 -2.28 0.80
H -2.32 -1.63 -0.85
H -0.92 0.83 2.25
H -1.36 -0.86 2.58
H -4.90 -0.33 2.13
H -3.65 -1.52 2.51
H -5.09 0.54 -0.09
H -3.98 -0.01 -1.36
H -1.10 1.72 -0.01
H -1.70 0.67 -1.31
H -4.29 1.94 1.68
H -2.59 2.43 1.72
N 3.30 0.06 2.17
C 2.42 0.73 1.38
O 1.16 0.26 1.38
C 2.74 1.81 0.61
C 1.74 2.38 -0.23
N 0.89 2.78 -0.90
C 4.09 2.25 0.58
N 5.22 2.48 0.60
H 2.90 -0.49 2.91
H 4.18 0.51 2.37
```

natural (NBO) population analysis, charges in e, atoms 1 to 8:
1 Ir 1.307
2 O -0.604
3 C 0.834
4 O -0.652
5 C -0.192
6 O -0.512
7 C -0.187
8 C 0.736

Computed, not measured: the molecule C14H19N3O4 at a distorted geometry, with ωB97M-V/def2-TZVPD.

As for the energy above the lowest of the compared OMol25 structures with the same formula, charge and spin: 85.9 kcal per mole. The calculation puts the orbital gap at 9.82 eV. For the total energy, the calculation gives -1010.0545 hartree.

XYZ file:
```
40
C14H19N3O4 ωB97M-V/def2-TZVPD
N 1.18 3.41 -2.92
C -0.15 3.63 -3.42
O -0.47 4.36 -4.36
C -1.17 2.92 -2.50
C -1.61 1.42 -2.80
C -0.55 0.24 -2.98
N -1.29 -0.92 -3.53
C 0.12 -0.06 -1.73
O 0.85 0.82 -1.26
N -0.20 -1.16 -1.03
C -0.21 -1.03 0.39
C 1.14 -1.46 1.10
C 1.12 -1.67 2.50
C -0.07 -1.90 3.24
C -0.08 -2.11 4.61
C 1.06 -1.85 5.29
C 2.29 -1.82 4.60
C 2.36 -1.80 3.18
C -0.87 0.17 0.87
O -1.44 1.01 0.19
O -0.82 0.41 2.24
H 1.30 2.48 -2.71
H 1.98 3.85 -3.27
H -2.06 3.50 -2.42
H -1.03 2.83 -1.47
H -2.37 1.19 -2.08
H -2.12 1.32 -3.71
H 0.19 0.49 -3.75
H -1.36 -0.73 -4.55
H -2.29 -0.69 -3.31
H -0.90 -1.78 -1.39
H -0.94 -1.75 0.77
H 1.31 -2.39 0.53
H 1.91 -0.85 0.60
H -1.01 -1.87 2.77
H -1.04 -2.25 5.10
H 1.09 -1.94 6.48
H 3.17 -1.88 5.11
H 3.32 -1.83 2.73
H -0.33 -0.30 2.88
```

natural (NBO) population analysis, charges in e, atoms 1 to 8:
1 N -0.841
2 C 0.692
3 O -0.586
4 C -0.527
5 C -0.365
6 C -0.154
7 N -0.830
8 C 0.692

Computed, not measured: a 2-piece molecular cluster, C14H19NO2 overall, with ωB97M-V/def2-TZVPD.

As for the energy above the lowest of the compared OMol25 structures with the same formula, charge and spin: 53.3 kcal per mole. The calculation puts the orbital gap at 8.91 eV. For the total energy, the calculation gives -750.0475 hartree.

XYZ file:
```
36
C14H19NO2 ωB97M-V/def2-TZVPD
C -4.07 0.06 -1.07
C -3.10 -0.95 -0.42
C -2.26 -0.38 0.74
C -0.78 -0.13 0.41
C -0.39 1.32 0.34
C -0.92 2.22 -0.49
C -0.43 3.62 -0.50
O -0.47 4.32 -1.48
C 0.18 4.10 0.78
C 0.74 3.22 1.60
C 0.73 1.78 1.22
O 1.61 1.03 1.58
H -3.81 1.08 -0.80
H -5.09 -0.11 -0.74
H -4.06 -0.02 -2.15
H -3.68 -1.80 -0.05
H -2.43 -1.35 -1.18
H -2.71 0.56 1.08
H -2.32 -1.06 1.60
H -0.14 -0.59 1.17
H -0.53 -0.60 -0.55
H -1.69 1.96 -1.21
H 0.17 5.17 0.97
H 1.23 3.50 2.52
C 4.17 -1.74 -0.25
C 2.92 -2.15 0.52
C 1.96 -3.00 -0.32
C 1.48 -2.28 -1.50
N 1.11 -1.68 -2.40
H 3.92 -1.12 -1.11
H 4.84 -1.16 0.39
H 4.72 -2.61 -0.61
H 2.39 -1.26 0.87
H 3.19 -2.72 1.40
H 1.09 -3.29 0.27
H 2.45 -3.92 -0.65
```

natural (NBO) population analysis, charges in e, atoms 1 to 8:
1 C -0.613
2 C -0.406
3 C -0.392
4 C -0.454
5 C -0.008
6 C -0.262
7 C 0.494
8 O -0.492

Computed, not measured: the molecule C14H19NO4, with ωB97M-V/def2-TZVPD.

As for the energy above the lowest of the compared OMol25 structures with the same formula, charge and spin: 10.2 kcal per mole. The calculation puts the orbital gap at 9.37 eV. For the total energy, the calculation gives -900.6321 hartree.

XYZ file:
```
38
C14H19NO4 ωB97M-V/def2-TZVPD
C 2.63 1.18 -3.61
C 1.44 1.41 -4.53
C 0.50 0.21 -4.60
C -0.28 -0.04 -3.30
O 0.57 -0.70 -2.38
C 0.10 -1.00 -1.15
C -1.19 -0.74 -0.70
C -1.55 -1.10 0.59
C -0.65 -1.72 1.45
C -1.06 -2.05 2.86
C -1.19 -0.80 3.70
O -2.11 -0.60 4.48
N -0.19 0.09 3.54
C -0.09 1.31 4.33
C -1.13 2.37 3.92
O -0.80 3.44 3.49
O -2.38 2.01 4.09
C 0.64 -1.97 0.99
C 1.01 -1.62 -0.29
H 2.30 1.01 -2.59
H 3.20 0.32 -3.93
H 3.28 2.05 -3.62
H 1.81 1.61 -5.54
H 0.88 2.29 -4.21
H -0.23 0.38 -5.39
H 1.06 -0.69 -4.84
H -1.15 -0.67 -3.51
H -0.63 0.91 -2.88
H -1.92 -0.26 -1.33
H -2.56 -0.89 0.93
H -0.33 -2.70 3.33
H -2.03 -2.56 2.88
H 0.49 -0.07 2.82
H 0.91 1.72 4.21
H -0.26 1.06 5.38
H -2.47 1.07 4.41
H 1.35 -2.45 1.64
H 2.01 -1.82 -0.65
```

natural (NBO) population analysis, charges in e, atoms 1 to 8:
1 C -0.607
2 C -0.389
3 C -0.413
4 C -0.070
5 O -0.517
6 C 0.386
7 C -0.313
8 C -0.175

Computed, not measured: C14H20AuF3N4O3S2 as an isolated structure at a distorted geometry, with ωB97M-V/def2-TZVPD.

As for the energy above the lowest of the compared OMol25 structures with the same formula, charge and spin: 44.4 kcal per mole. The calculation puts the orbital gap (alpha / beta) at 4.93 / 5.15 eV. For the total energy, the calculation gives -2221.8011 hartree.

XYZ file:
```
47
C14H20AuF3N4O3S2 ωB97M-V/def2-TZVPD
Au -0.22 -0.28 1.09
S 0.29 -2.83 4.70
C -0.17 -2.18 3.34
N -0.62 -1.75 2.33
F -1.59 4.15 1.38
C -1.97 3.18 0.56
F -2.95 3.64 -0.21
F -2.47 2.18 1.30
S -0.57 2.52 -0.49
O 0.19 3.65 -0.93
O -1.23 1.75 -1.50
O 0.20 1.70 0.48
C 1.13 -0.15 -2.25
N 2.30 0.24 -1.50
C 2.80 1.57 -1.81
C 2.60 -0.39 -0.35
N 1.70 -1.13 0.25
N 3.90 -0.34 0.08
C 5.00 -0.38 -0.87
C 4.24 -0.73 1.42
H 1.38 -0.10 -3.31
H 0.28 0.51 -2.06
H 0.86 -1.17 -1.98
H 1.97 2.28 -1.76
H 3.22 1.59 -2.81
H 3.55 1.88 -1.08
H 2.07 -1.73 0.97
H 4.62 -0.40 -1.89
H 5.58 -1.29 -0.70
H 5.66 0.48 -0.74
H 3.46 -0.40 2.11
H 5.17 -0.24 1.70
H 4.38 -1.82 1.52
C -1.77 -1.47 -0.51
C -3.03 -1.14 0.00
C -3.63 -1.87 1.05
C -4.93 -1.63 1.42
C -5.67 -0.65 0.77
C -5.08 0.14 -0.22
C -3.77 -0.08 -0.58
H -1.46 -1.01 -1.43
H -1.33 -2.43 -0.27
H -3.05 -2.64 1.55
H -5.38 -2.20 2.22
H -6.70 -0.48 1.05
H -5.66 0.91 -0.70
H -3.30 0.53 -1.34
```

natural (NBO) population analysis, charges in e, atoms 1 to 8:
1 Au 0.997
2 S -0.147
3 C 0.156
4 N -0.762
5 F -0.307
6 C 0.709
7 F -0.315
8 F -0.323

Computed, not measured: C14H20BInN2O5 as an isolated structure, with ωB97M-V/def2-TZVPD.

As for the energy above the lowest of the compared OMol25 structures with the same formula, charge and spin: 7.1 kcal per mole. The calculation puts the orbital gap at 7.35 eV. Its charge is +2. For the total energy, the calculation gives -1245.7279 hartree.

XYZ file:
```
43
C14H20BInN2O5 ωB97M-V/def2-TZVPD
In -0.33 0.47 1.61
C 2.51 4.76 0.00
N 1.47 4.18 0.87
C 0.82 5.01 1.90
C 1.12 2.93 0.77
O 0.24 2.44 1.55
C 1.79 2.03 -0.26
O 1.10 0.79 -0.34
C 0.41 0.50 -1.56
C -1.10 0.47 -1.32
O -1.52 0.72 -0.16
N -1.90 0.20 -2.31
C -3.36 0.15 -2.12
C -1.46 -0.06 -3.69
H 2.69 5.78 0.33
H 2.18 4.79 -1.04
H 3.44 4.21 0.08
H 1.24 6.01 1.86
H 0.99 4.59 2.89
H -0.25 5.06 1.72
H 2.82 1.83 0.06
H 1.83 2.53 -1.23
H 0.76 -0.48 -1.91
H 0.66 1.23 -2.32
H -3.60 0.30 -1.08
H -3.72 -0.82 -2.45
H -3.82 0.93 -2.73
H -0.37 -0.11 -3.76
H -1.82 0.73 -4.34
H -1.87 -1.01 -4.02
O 0.85 -2.41 2.34
B -0.24 -1.73 1.92
O -1.24 -2.48 1.39
C -0.75 -3.79 1.52
C -1.36 -4.97 1.16
C -0.62 -6.13 1.41
C 0.65 -6.08 1.99
C 1.25 -4.88 2.34
C 0.51 -3.75 2.09
H -2.35 -5.00 0.73
H -1.06 -7.09 1.16
H 1.18 -7.01 2.17
H 2.23 -4.83 2.79
```

Löwdin population analysis, charges in e, atoms 1 to 8:
1 In 1.358
2 C 0.024
3 N -0.081
4 C 0.039
5 C -0.351
6 O -0.053
7 C -0.051
8 O -0.178

Computed, not measured: C14H20Cl3GeN3O5PPd as an isolated structure at a distorted geometry, with ωB97M-V/def2-TZVPD.

As for the energy above the lowest of the compared OMol25 structures with the same formula, charge and spin: 0.0 kcal per mole. The calculation puts the orbital gap (alpha / beta) at 6.25 / 6.46 eV. Its charge is -2. Its multiplicity is 2. For the total energy, the calculation gives -5012.9109 hartree.

XYZ file:
```
48
C14H20Cl3GeN3O5PPd ωB97M-V/def2-TZVPD
Pd -0.56 0.11 -0.50
O 1.11 -1.11 3.40
C 0.84 -1.05 2.19
O -0.15 -0.44 1.68
C 1.92 -1.69 1.25
C 2.73 -0.57 0.59
C 4.06 -1.11 0.03
C 3.57 -1.84 -1.25
C 2.05 -1.63 -1.14
O 1.99 -0.30 -0.60
C 1.50 -2.51 0.00
C 0.01 -2.90 -0.16
O -0.34 -3.96 0.36
O -0.74 -2.12 -0.85
H 2.54 -2.28 1.92
H 2.83 0.34 1.19
H 4.57 -1.77 0.74
H 4.73 -0.29 -0.22
H 3.83 -2.90 -1.28
H 3.95 -1.36 -2.15
H 1.50 -1.68 -2.08
H 2.03 -3.46 0.01
Cl -3.25 0.79 -4.19
Ge -1.94 -0.74 -2.85
Cl -0.04 0.72 -2.88
Cl -1.16 -1.97 -4.64
C -1.02 5.34 -0.22
N 0.21 4.63 0.12
C 0.34 4.60 1.57
N -0.82 4.05 2.27
C -2.01 4.78 1.85
N -2.22 4.81 0.41
C -2.55 3.47 -0.10
P -1.21 2.20 0.21
C 0.18 3.27 -0.43
C -0.97 2.61 2.01
H -1.15 5.32 -1.31
H -0.91 6.39 0.09
H 0.48 5.63 1.92
H 1.22 4.01 1.84
H -1.90 5.82 2.19
H -2.88 4.35 2.33
H -2.73 3.53 -1.18
H -3.48 3.13 0.37
H 0.10 3.32 -1.52
H 1.12 2.76 -0.20
H -0.10 2.06 2.36
H -1.83 2.23 2.57
```

natural (NBO) population analysis, charges in e, atoms 1 to 8:
1 Pd 0.607
2 O -0.748
3 C 0.791
4 O -0.805
5 C -0.344
6 C 0.089
7 C -0.430
8 C -0.425

Computed, not measured: C14H20Cl3NO3Re as an isolated structure at a distorted geometry, with ωB97M-V/def2-TZVPD.

As for the energy above the lowest of the compared OMol25 structures with the same formula, charge and spin: 64.7 kcal per mole. The calculation puts the orbital gap (alpha / beta) at 4.62 / 4.54 eV. Its charge is -2. Its multiplicity is 4. For the total energy, the calculation gives -2284.8246 hartree.

XYZ file:
```
42
C14H20Cl3NO3Re ωB97M-V/def2-TZVPD
C 1.16 -1.24 0.93
C 1.78 -1.43 -0.32
C 0.75 -1.80 -1.30
C 3.24 -1.64 -0.52
C -0.53 -1.65 -0.63
C -0.23 -1.32 0.77
C -1.22 -1.38 1.86
C 1.90 -1.17 2.23
C 0.95 -2.66 -2.51
C -1.73 -2.41 -1.06
Re 0.08 0.16 -1.55
Cl 1.74 0.35 -2.82
Cl 0.00 2.56 -2.14
Cl -1.43 -0.09 -3.25
H 3.82 -0.94 0.10
H 3.55 -1.51 -1.56
H 3.51 -2.67 -0.22
H 1.93 -2.47 -2.95
H 0.17 -2.46 -3.25
H 0.87 -3.72 -2.24
H -1.86 -2.41 -2.14
H -2.62 -1.96 -0.61
H -1.61 -3.45 -0.72
H -2.19 -1.00 1.52
H -0.88 -0.79 2.72
H -1.37 -2.41 2.21
H 2.62 -0.34 2.22
H 2.44 -2.10 2.45
H 1.22 -1.00 3.07
O 2.64 2.14 2.27
H 1.85 2.31 1.68
O -0.05 2.37 1.04
C -1.13 2.19 0.49
C -2.32 3.14 0.42
C -3.44 2.35 -0.23
C -2.85 0.96 -0.41
O -3.51 -0.05 -0.58
N -1.46 1.05 -0.24
H -2.57 3.50 1.42
H -2.04 4.00 -0.21
H -4.35 2.29 0.38
H -3.74 2.77 -1.21
```

Löwdin population analysis, charges in e, atoms 1 to 8:
1 C -0.192
2 C -0.269
3 C -0.544
4 C -0.064
5 C -0.462
6 C -0.236
7 C -0.042
8 C -0.039